Computed, not measured: a 2-piece molecular cluster, C41H39N3O7S2 overall, with ωB97M-V/def2-TZVPD.

Results
LUMO level   -2.36 eV
2S+1   1
Frontier orbital gap   0.166 hartree
ΔE to the lowest compared entry with this formula, charge and spin   0.0 kcal/mol

Element x y z (Å)
S: 2.5816 -3.3878 0.6474
S: -0.2519 -2.6160 0.4830
O: 2.1586 -3.4083 2.0338
O: 4.4536 4.8146 -0.3351
O: -0.5727 -3.9358 -0.0404
O: 6.5411 4.1193 -0.4353
O: -4.5016 4.8848 0.5553
O: 3.9417 -2.9767 0.3396
O: -1.0778 -1.4689 0.1155
N: -2.2342 5.1886 0.2303
N: -1.4912 3.0577 0.2519
N: 5.3146 3.8962 -0.3639
C: -1.1211 -4.1064 4.1574
C: 1.7112 -3.1546 -4.3298
C: 2.5623 -5.0867 0.0449
C: -7.0271 1.5756 0.7074
C: 5.7317 1.4520 -0.2613
C: 3.7068 -6.8463 -1.1613
C: 2.7213 -2.2970 -2.3024
C: 1.4738 0.8398 -0.0037
C: -0.0420 4.8634 1.2711
C: -0.9846 4.4401 0.1309
C: -0.2814 -1.8544 4.4877
C: 5.1947 0.1723 -0.1119
C: -2.2964 6.6291 0.1518
C: 1.8204 -7.3792 0.2611
C: -0.3205 4.7173 -1.2272
C: 1.4034 -2.2565 -0.1698
C: 0.4486 -3.0088 -3.7419
C: -7.3101 2.6249 -1.4655
C: 0.3186 -2.4849 -2.4563
C: -1.0146 -3.9421 2.7732
C: -5.6423 1.5689 0.5213
C: -3.5883 2.1982 -0.7880
C: -5.0929 2.1165 -0.6415
C: -5.9269 2.6090 -1.6525
C: -0.7550 -3.0633 5.0139
C: 2.8431 -2.7367 -3.6180
C: 2.8508 -7.7946 -0.5890
C: -2.9458 2.9727 0.3660
C: 2.8943 1.0669 -0.0939
C: 4.8480 2.5495 -0.3043
C: 1.6771 -6.0263 0.5797
C: -0.7563 1.9288 0.2092
C: -7.8623 2.1005 -0.2896
C: -0.4492 -2.7715 2.2695
C: 1.4672 -2.3077 -1.6361
C: 3.5647 -5.4963 -0.8446
C: 3.8155 -0.0089 -0.0047
C: -0.1345 -1.7018 3.1071
C: -3.3648 4.4420 0.3937
C: 0.6185 1.9292 0.0660
C: 3.4602 2.3622 -0.2439
H: 0.5925 4.1284 -1.3494
H: 3.5877 -1.9346 -1.7616
H: -1.2978 0.9840 0.2994
H: 0.2550 5.9101 1.1173
H: -0.8200 -3.1990 6.0956
H: -0.5595 4.7662 2.2348
H: -0.0003 -1.0322 5.1461
H: 5.8497 -0.6994 -0.0705
H: 1.1328 -8.1085 0.6955
H: -5.4688 3.0173 -2.5584
H: -1.0152 4.4680 -2.0412
H: 4.5038 -7.1490 -1.8443
H: -1.7262 7.0863 0.9678
H: 2.9910 -8.8559 -0.8056
H: -0.6732 -2.2382 -2.0784
H: -3.3409 6.9412 0.2218
H: -3.3249 2.7011 -1.7343
H: 3.3914 -0.9938 0.1554
H: -1.4701 -5.0596 4.5564
H: -0.4489 -3.2942 -4.2902
H: -1.8778 6.9793 -0.7982
H: 2.8488 3.2614 -0.3098
H: 0.8846 -5.6995 1.2489
H: 1.0667 2.9159 0.0159
H: -1.3276 -4.7266 2.0835
H: 0.2424 -0.7748 2.6754
H: 4.2391 -4.7573 -1.2720
H: -3.2128 2.5011 1.3316
H: -0.0527 5.7807 -1.2839
H: 0.8636 4.2524 1.2940
H: -4.9694 1.1724 1.2895
H: 1.1031 -0.1811 0.0320
H: -7.4442 1.1709 1.6321
H: -7.9532 3.0483 -2.2420
H: 3.8338 -2.7665 -4.0758
H: 1.8138 -3.5513 -5.3447
H: -3.1516 1.1861 -0.8134
H: -8.9430 2.1072 -0.1429
H: 6.8003 1.6405 -0.3329

Cartesian forces, eV/Å:
-0.92 0.68 -0.48
0.78 -0.86 -1.03
0.28 -0.31 -0.17
1.74 -1.72 -0.06
-0.80 0.34 0.40
-2.35 -0.70 0.15
1.67 -0.76 -0.35
-0.15 0.21 0.11
-0.07 0.24 0.01
-0.56 -0.32 -0.03
1.10 -1.98 -0.08
1.00 3.18 -0.23
0.00 0.37 -0.10
0.17 -0.04 0.10
0.03 -0.43 -0.06
0.14 -0.01 -0.26
-0.40 0.33 0.02
-0.19 -0.03 0.14
-0.46 0.02 0.15
-1.11 1.50 0.15
-0.18 -0.20 0.17
0.22 0.85 -0.17
-0.07 -0.08 -0.27
-0.01 0.31 -0.02
0.32 0.32 -0.03
0.16 0.16 -0.07
-0.14 -0.20 -0.12
0.64 -1.17 1.99
0.36 0.52 -0.03
0.04 -0.22 0.09
0.33 -0.25 -0.12
0.40 -0.03 -0.02
-0.24 0.26 -0.15
0.01 -0.13 -0.34
-0.10 -0.06 -0.14
0.06 0.06 0.48
0.14 -0.05 -0.20
-0.39 0.05 -0.10
-0.02 0.24 -0.03
-0.55 0.11 0.55
1.95 0.44 -0.14
-1.24 -1.82 0.23
0.05 0.03 -0.08
-1.36 1.00 0.06
0.30 0.06 0.04
0.03 0.36 0.15
-0.47 -0.14 -0.96
-0.18 0.09 0.06
-0.67 0.36 -0.06
-0.05 -0.32 0.14
-1.07 0.58 0.41
1.58 -0.02 -0.13
0.16 -0.16 0.03
-0.18 0.23 -0.11
0.00 -0.42 -0.11
0.05 0.13 -0.02
-0.10 -0.34 0.08
0.00 0.07 -0.34
0.17 0.06 -0.20
-0.11 -0.25 -0.11
-0.23 0.26 0.04
0.24 0.23 -0.15
-0.26 -0.09 0.28
0.21 0.10 0.17
-0.28 0.03 0.24
-0.16 -0.01 -0.09
-0.09 0.33 0.04
0.30 -0.49 0.01
0.19 -0.20 0.01
-0.08 -0.21 0.26
0.31 0.12 -0.03
-0.01 0.33 -0.07
0.20 0.21 0.05
-0.13 0.00 0.13
0.29 -0.32 0.00
0.22 -0.06 -0.10
-0.06 -0.49 0.05
0.22 0.20 0.18
0.02 -0.21 0.16
-0.15 -0.17 0.18
0.10 0.28 -0.42
-0.07 -0.34 -0.02
-0.15 0.24 0.09
-0.39 0.06 -0.20
0.15 -0.18 0.01
0.06 0.12 -0.35
0.18 -0.20 0.30
-0.30 0.04 0.06
-0.06 0.11 0.41
-0.12 0.27 -0.04
0.31 0.02 -0.04
-0.22 -0.12 0.04

List of Löwdin charges in e, atom by atom: number 1, S, carries 0.69; number 2, S, carries 0.71; number 3, O, carries -0.32; number 4, O, carries 0.04; number 5, O, carries -0.33; number 6, O, carries 0.07; number 7, O, carries 0.09; number 8, O, carries -0.35; number 9, O, carries -0.36; number 10, N, carries -0.03; number 11, N, carries 0.05; number 12, N, carries -0.31; number 13, C, carries -0.07; number 14, C, carries -0.11; number 15, C, carries -0.24; number 16, C, carries -0.07; number 17, C, carries 0.04; number 18, C, carries -0.08; number 19, C, carries -0.07; number 20, C, carries 0.09; number 21, C, carries 0.02; number 22, C, carries -0.45; number 23, C, carries -0.07; number 24, C, carries -0.01; number 25, C, carries -0.01; number 26, C, carries -0.07; number 27, C, carries 0.02; number 28, C, carries -0.39; number 29, C, carries -0.08; number 30, C, carries -0.08; number 31, C, carries -0.05; number 32, C, carries -0.06; number 33, C, carries -0.04; number 34, C, carries -0.08; number 35, C, carries -0.23; number 36, C, carries -0.04; number 37, C, carries -0.08; number 38, C, carries -0.09; number 39, C, carries -0.08; number 40, C, carries -0.16; number 41, C, carries -0.14; number 42, C, carries -0.14; number 43, C, carries -0.06; number 44, C, carries 0.04; number 45, C, carries -0.08; number 46, C, carries -0.29; number 47, C, carries -0.27; number 48, C, carries -0.06; number 49, C, carries 0.02; number 50, C, carries -0.07; number 51, C, carries -0.36; number 52, C, carries -0.05; number 53, C, carries 0.08; number 54, H, carries 0.08; number 55, H, carries 0.08; number 56, H, carries 0.14; number 57, H, carries 0.10; number 58, H, carries 0.10; number 59, H, carries 0.11; number 60, H, carries 0.10; number 61, H, carries 0.12; number 62, H, carries 0.11; number 63, H, carries 0.11; number 64, H, carries 0.10; number 65, H, carries 0.10; number 66, H, carries 0.10; number 67, H, carries 0.10; number 68, H, carries 0.09; number 69, H, carries 0.10; number 70, H, carries 0.13; number 71, H, carries 0.06; number 72, H, carries 0.11; number 73, H, carries 0.10; number 74, H, carries 0.09; number 75, H, carries 0.10; number 76, H, carries 0.10; number 77, H, carries 0.05; number 78, H, carries 0.11; number 79, H, carries 0.11; number 80, H, carries 0.11; number 81, H, carries 0.17; number 82, H, carries 0.09; number 83, H, carries 0.08; number 84, H, carries 0.12; number 85, H, carries 0.07; number 86, H, carries 0.11; number 87, H, carries 0.11; number 88, H, carries 0.10; number 89, H, carries 0.10; number 90, H, carries 0.13; number 91, H, carries 0.10; number 92, H, carries 0.12



Computed, not measured: a 2-piece molecular cluster, C3H11N2O overall, with ωB97M-V/def2-TZVPD.

Results
LUMO level   -3.27 eV
2S+1   1
Frontier orbital gap   0.333 hartree
Total charge   +1
ΔE to the lowest compared entry with this formula, charge and spin   70.7 kcal/mol

Element x y z (Å)
O: 2.2423 -1.2656 1.6519
N: -0.3579 -1.5088 -0.4196
N: -0.4150 2.0327 0.4538
C: -0.5256 0.7498 0.5216
C: -1.0330 0.4511 -1.9085
C: -0.6639 -0.0707 -0.5414
H: 0.5030 -1.6084 0.0472
H: -1.7258 1.2569 -1.6200
H: -0.0940 0.7136 -2.5032
H: -1.3679 -0.2312 -2.5990
H: 2.1334 -0.8335 2.5397
H: -0.2887 2.3831 -0.5064
H: -1.0294 -2.0756 0.2353
H: 0.0732 2.7547 1.0643
H: -0.2838 -1.6897 -1.4627
H: -0.1981 0.2522 1.4722
H: 3.0850 -1.2457 1.4483

Cartesian forces, eV/Å:
-7.31 0.51 2.67
-2.39 0.04 -0.11
0.93 6.03 -1.20
2.12 -4.66 1.47
2.62 1.41 1.62
-0.81 0.87 0.11
2.08 -0.31 0.47
0.21 -0.04 -1.35
-0.94 0.86 0.99
-1.98 -1.87 -1.12
0.36 -0.73 -1.34
-0.41 -0.15 0.67
0.88 0.85 -2.31
-1.22 -2.27 -0.31
-0.24 -1.32 1.90
-0.66 0.61 -0.66
6.74 0.18 -1.49

List of Löwdin charges in e, atom by atom: number 1, O, carries 0.01; number 2, N, carries 0.21; number 3, N, carries 0.09; number 4, C, carries -0.21; number 5, C, carries -0.04; number 6, C, carries -0.32; number 7, H, carries 0.09; number 8, H, carries 0.10; number 9, H, carries 0.12; number 10, H, carries 0.05; number 11, H, carries 0.09; number 12, H, carries 0.11; number 13, H, carries 0.23; number 14, H, carries 0.17; number 15, H, carries 0.19; number 16, H, carries 0.15; number 17, H, carries -0.04



Computed, not measured: a 11-piece molecular cluster, C2H29N2O10 overall, with ωB97M-V/def2-TZVPD.

Results
LUMO level (spin up / spin down)   -6.31 / -12.84 eV
2S+1   2
Frontier orbital gap (spin up / spin down)   0.384 / 0.144 hartree
Total charge   +2
ΔE to the lowest compared entry with this formula, charge and spin   72.1 kcal/mol

Element x y z (Å)
O: 3.1409 2.2437 0.8692
O: -1.1658 0.6167 -1.4061
O: 0.7148 -4.3705 -0.7769
O: -3.8605 1.2714 -1.5066
O: -3.0845 1.6153 1.3211
O: 1.2724 0.2584 -2.2765
O: -1.7035 2.9188 -2.5845
O: -2.4036 -1.7055 3.1708
O: -0.5439 2.3816 1.3381
O: 4.1254 -0.8814 -1.6967
N: 1.8428 -0.4434 0.0162
N: -0.3974 -1.7440 0.5575
C: 0.4097 -1.4030 1.7096
C: 1.8780 -1.3109 1.2238
H: -0.2091 -4.4042 -0.4596
H: 2.1430 -0.7763 -0.9154
H: 1.8344 0.4095 -3.1026
H: 2.5519 -0.7982 1.9982
H: 0.2602 -2.1751 2.4828
H: -1.1672 0.0956 -0.6691
H: -3.7004 2.0341 2.0101
H: -3.7186 1.5950 0.4722
H: 1.2620 -4.6962 -0.1123
H: 3.6806 3.0093 1.0058
H: -3.0608 -2.4207 3.1745
H: 2.6312 -2.0917 1.1660
H: -0.2988 2.9919 1.8476
H: -0.1830 -0.4832 2.1214
H: -1.3381 -1.8262 1.0008
H: -0.1709 -2.7396 0.3127
H: -3.8960 1.8026 -2.3074
H: 2.3434 0.4557 0.1628
H: 4.4624 -0.1838 -1.1327
H: -2.8876 1.2683 -1.5286
H: -1.4780 2.1138 1.1858
H: -0.4724 1.3639 -1.3205
H: 0.3325 0.1768 -2.7557
H: 4.5829 -1.6583 -1.5506
H: -2.6700 -1.1834 2.4576
H: 2.2696 2.5046 0.5274
H: -2.2813 3.2656 -2.0895
H: -1.8871 3.0588 -3.5360
H: 0.8405 -0.1558 -0.4046

Cartesian forces, eV/Å:
-1.21 -1.62 -0.46
1.66 3.23 -2.86
-2.34 2.06 -1.24
0.86 0.42 -0.09
-3.55 0.46 -1.19
-1.97 0.23 -4.38
7.27 -4.43 -6.81
0.90 -1.85 0.85
-1.81 -9.13 -7.61
-2.40 2.44 -0.45
-2.08 1.50 -1.43
-1.11 -3.62 4.17
0.18 1.77 -1.35
1.19 2.58 2.02
0.65 -0.92 -0.43
1.05 -0.64 0.31
-0.49 -0.27 1.74
-1.60 0.26 -0.69
-0.35 -0.29 0.15
-0.16 -1.83 3.32
1.47 -0.83 -1.25
1.91 0.05 2.06
1.43 -1.35 1.86
0.33 0.82 0.01
0.16 0.12 0.35
-1.16 -1.35 -0.91
2.01 7.82 6.59
1.97 -0.88 -0.07
-0.35 0.79 -1.14
0.63 0.86 -1.94
-1.29 0.14 -0.29
-0.08 -0.35 0.04
0.63 -0.03 0.00
0.13 -0.72 0.57
0.09 1.16 1.00
-1.85 -1.40 0.04
2.69 0.14 1.76
1.85 -2.36 0.48
-1.18 1.92 -1.50
0.54 0.65 0.33
-7.10 4.68 5.62
-0.03 0.20 1.05
2.50 -0.46 1.76

List of Löwdin charges in e, atom by atom: number 1, O, carries -0.04; number 2, O, carries -0.04; number 3, O, carries 0.01; number 4, O, carries -0.06; number 5, O, carries -0.13; number 6, O, carries -0.14; number 7, O, carries 0.05; number 8, O, carries 0.00; number 9, O, carries 0.02; number 10, O, carries 0.01; number 11, N, carries 0.12; number 12, N, carries 0.25; number 13, C, carries -0.13; number 14, C, carries -0.10; number 15, H, carries 0.06; number 16, H, carries 0.10; number 17, H, carries 0.12; number 18, H, carries 0.17; number 19, H, carries 0.19; number 20, H, carries -0.03; number 21, H, carries 0.12; number 22, H, carries 0.10; number 23, H, carries 0.02; number 24, H, carries 0.06; number 25, H, carries 0.09; number 26, H, carries 0.14; number 27, H, carries -0.08; number 28, H, carries 0.19; number 29, H, carries 0.14; number 30, H, carries 0.13; number 31, H, carries 0.05; number 32, H, carries 0.12; number 33, H, carries 0.06; number 34, H, carries -0.02; number 35, H, carries 0.00; number 36, H, carries 0.11; number 37, H, carries 0.14; number 38, H, carries 0.02; number 39, H, carries -0.02; number 40, H, carries 0.04; number 41, H, carries -0.08; number 42, H, carries 0.11; number 43, H, carries 0.15



DFT total energy values, unit a.u., following the record order: -3072.86110, -305.34001, -954.68360.
Max |F| values, unit eV/Å, following the record order: 3.3, 7.8, 12.0.